# C9H13BrOSi

The molecule C9H13BrOSi (the ωB97M-V functional and the def2-TZVPD basis, the Open Molecules 2025 dataset).

Output
**SMILES**: C[Si](C)(C)Oc1ccc(Br)cc1
**Energy above the lowest of the compared OMol25 structures with the same formula, charge and spin**: 16.8 kcal/mol
**Spin multiplicity**: 1
**Frontier orbital gap**: 0.3503 Ha
**Charge**: 0
**LUMO energy**: 0.7 eV
**Electronic energy**: -3289.5283 hartree

Structure (XYZ):
```
25
C9H13BrOSi | the Open Molecules 2025 dataset | the ωB97M-V functional and the def2-TZVPD basis
Br 1.8141 0.5747 5.1923
Si -0.3870 -0.1177 -1.5382
O -1.2004 0.1303 -0.1141
C -1.2062 1.0066 -2.8434
C 0.7510 -0.8833 2.7736
C 0.9698 0.2909 3.4372
C 0.0303 -0.9210 1.6371
C 1.4873 0.2293 -1.3713
C -0.5290 0.2139 1.0574
C 0.3848 1.4346 2.8982
C -0.3641 1.4260 1.7233
C -0.9287 -1.8518 -2.0366
H -0.2552 -1.8388 1.1921
H -0.3655 -2.0645 -2.9413
H 1.9368 0.1679 -0.3614
H -0.5189 -2.6171 -1.3234
H -2.1138 0.4473 -3.2622
H -0.4417 1.0557 -3.6667
H 1.0569 -1.8783 3.2483
H 0.5305 2.2429 3.5396
H 1.6982 1.1988 -1.7531
H -1.9500 -2.0788 -2.2686
H 1.9106 -0.4986 -2.1031
H -1.4758 1.9510 -2.4901
H -0.8339 2.3802 1.3743
```